Version P
{"formula": "C5H13N2O", "method": "the ωB97M-V functional and the def2-TZVPD basis", "e_homo_ev": [-2.46, -7.00], "homo_lumo_gap_ev": [2.80, 7.34], "multiplicity": 2, "symbols": ["C", "O", "C", "C", "C", "C", "N", "N", "H", "H", "H", "H", "H", "H", "H", "H", "H", "H", "H", "H", "H"], "xyz": [[0.355, 2.341, -0.314], [-0.592, 2.270, 0.839], [0.298, 0.860, -0.746], [1.044, 0.206, 0.441], [0.330, -1.106, 0.830], [0.333, -2.118, -0.082], [-0.294, -3.311, 0.007], [-1.165, 0.484, -0.824], [0.020, 3.026, -1.017], [1.419, 2.552, -0.165], [-0.866, 3.129, 1.028], [0.906, 0.735, -1.680], [1.321, 0.815, 1.365], [2.076, -0.168, 0.105], [-0.371, -1.027, 1.722], [0.997, -1.891, -0.923], [-0.193, -3.751, 0.919], [0.008, -4.065, -0.746], [-1.710, 1.326, -1.041], [-1.523, 0.196, 0.212], [-1.296, -0.353, -1.542]], "lowdin_charge": [-0.1712, -0.0869, -0.3173, -0.2201, -0.2271, -0.3954, -0.0224, 0.0890, 0.0861, 0.1216, 0.0513, 0.1393, 0.1236, 0.1233, 0.0691, 0.0728, 0.0650, 0.1224, 0.1290, 0.1290, 0.1185]}

***

Version Q
{"formula": "C5H13N2O", "method": "the ωB97M-V functional and the def2-TZVPD basis", "e_homo_ev": [-3.03, -10.51], "homo_lumo_gap_ev": [3.58, 10.99], "multiplicity": 2, "symbols": ["C", "C", "C", "C", "C", "N", "O", "N", "H", "H", "H", "H", "H", "H", "H", "H", "H", "H", "H", "H", "H"], "xyz": [[-0.327, 2.191, 0.861], [-1.045, 0.859, 1.127], [-1.294, -0.116, -0.020], [-0.410, 0.000, -1.259], [0.839, -0.842, -1.133], [1.493, -1.184, -2.268], [1.246, -1.211, -0.039], [-0.305, 0.079, 2.209], [-1.077, 2.961, 0.768], [0.401, 2.210, 0.067], [0.283, 2.393, 1.744], [-1.960, 1.154, 1.636], [-1.198, -1.129, 0.355], [-2.315, -0.080, -0.333], [-0.929, -0.170, -2.190], [-0.037, 1.023, -1.383], [2.204, -1.881, -2.227], [1.199, -0.850, -3.160], [-0.833, -0.841, 2.302], [0.659, -0.104, 1.926], [-0.310, 0.372, 3.229]], "lowdin_charge": [-0.0663, -0.3927, -0.1728, -0.1119, -0.5352, 0.1698, 0.0074, 0.0682, 0.0747, 0.0605, 0.0628, 0.0935, 0.0890, 0.1028, 0.1120, 0.1067, 0.1062, 0.0979, 0.0322, 0.0752, 0.0199]}

***

Energies, relative to the best one, in kcal/mol: version P 81.7; version Q 0.0.

***

Version P
{"formula": "C12H16N2O", "method": "the ωB97M-V functional and the def2-TZVPD basis", "charge": 1, "e_homo_ev": [-11.47, -11.45], "homo_lumo_gap_ev": [7.30, 3.78], "multiplicity": 2, "symbols": ["C", "C", "C", "C", "C", "N", "N", "H", "H", "H", "H", "H", "H", "H", "H", "C", "C", "C", "C", "C", "C", "C", "O", "H", "H", "H", "H", "H", "H", "H", "H"], "xyz": [[0.947, 1.466, 2.053], [-0.090, 2.469, 2.370], [0.493, 0.042, 2.232], [-0.863, -0.453, 2.026], [0.682, -2.199, 2.324], [1.340, -1.079, 2.348], [-0.737, -1.856, 2.058], [1.276, 1.740, 1.054], [1.959, 1.485, 2.764], [0.393, 3.237, 2.889], [-1.882, -0.068, 1.938], [0.962, -3.216, 2.404], [-1.290, -2.495, 1.431], [-0.738, 2.088, 3.343], [-0.716, 2.675, 1.520], [-2.174, 2.065, -1.442], [-1.063, 1.037, -1.704], [0.316, 1.367, -1.569], [-1.579, -0.164, -2.081], [1.254, 0.423, -1.994], [-0.598, -1.153, -2.305], [0.754, -0.797, -2.270], [1.600, -1.924, -2.504], [-1.741, 2.951, -0.992], [-2.976, 1.734, -0.653], [0.583, 2.415, -1.170], [-2.690, -0.270, -2.348], [2.397, 0.516, -1.763], [-0.865, -2.173, -2.511], [2.548, -1.650, -2.268], [-2.710, 2.362, -2.296]], "lowdin_charge": [-0.2009, -0.0972, -0.1373, 0.1069, -0.0005, 0.1306, 0.0997, 0.1049, 0.2013, 0.0618, 0.1527, 0.1336, 0.1854, 0.1499, 0.0713, -0.0680, -0.3106, -0.0532, -0.0574, -0.0467, -0.0078, -0.3228, -0.0121, 0.0543, 0.1095, 0.1385, 0.1538, 0.1592, 0.1126, 0.1306, 0.0581]}

***

Version Q
{"formula": "C12H16N2O", "method": "the ωB97M-V functional and the def2-TZVPD basis", "charge": 1, "e_homo_ev": [-10.76, -10.76], "homo_lumo_gap_ev": [6.87, 2.99], "multiplicity": 2, "symbols": ["C", "C", "C", "C", "C", "N", "N", "H", "H", "H", "H", "H", "H", "H", "H", "C", "C", "C", "C", "C", "C", "C", "O", "H", "H", "H", "H", "H", "H", "H", "H"], "xyz": [[-2.750, -0.421, -0.200], [-3.429, -1.750, 0.141], [-1.966, -0.610, -1.458], [-1.856, 0.369, -2.485], [-0.804, -1.469, -3.010], [-1.232, -1.688, -1.787], [-1.137, -0.186, -3.465], [-3.536, 0.320, -0.418], [-2.261, 0.097, 0.630], [-4.270, -1.922, -0.525], [-2.476, 1.237, -2.658], [-0.283, -2.183, -3.629], [-0.784, 0.267, -4.303], [-3.585, -1.916, 1.206], [-2.784, -2.628, -0.019], [-0.377, 1.929, 3.131], [1.146, 1.875, 1.107], [0.713, 1.275, 2.331], [2.067, 1.236, 0.306], [1.489, 0.196, 2.757], [2.782, 0.126, 0.727], [2.431, -0.427, 1.913], [3.774, -0.268, -0.132], [0.581, 2.678, 0.642], [2.167, 1.493, -0.744], [-0.433, 1.587, 4.163], [-1.340, 1.957, 2.641], [1.187, -0.347, 3.640], [2.734, -1.401, 2.283], [4.150, -1.108, 0.095], [0.059, 2.935, 3.161]], "lowdin_charge": [-0.1441, -0.0772, -0.1894, 0.0849, -0.0114, 0.1776, 0.1419, 0.1269, 0.1323, 0.0872, 0.1617, 0.1540, 0.1862, 0.0871, 0.0776, -0.0520, -0.0491, -0.2870, -0.0429, -0.0368, -0.3427, -0.0268, 0.0607, 0.1082, 0.1146, 0.0821, 0.0636, 0.1089, 0.1175, 0.0979, 0.0886]}

***

Energies, relative to the best one, in kcal/mol: version P 38.3; version Q 0.0.

***

Version P
{"formula": "C7H7NO3", "method": "the ωB97M-V functional and the def2-TZVPD basis", "e_homo_ev": -8.62, "homo_lumo_gap_ev": 8.70, "smiles": "O=Cc1ccco1.N=C=CO", "symbols": ["C", "C", "C", "C", "C", "C", "C", "N", "O", "O", "O", "H", "H", "H", "H", "H", "H", "H"], "xyz": [[2.280, -0.071, -0.020], [-2.265, -0.953, -0.055], [-1.409, -0.638, -1.093], [-2.089, -0.056, 0.921], [-0.712, 0.447, -0.607], [2.359, 0.804, 0.958], [0.433, 1.270, -1.043], [2.357, -0.990, -0.809], [-1.132, 0.802, 0.616], [1.440, 0.958, 2.001], [0.825, 1.195, -2.187], [-2.974, -1.761, -0.079], [-1.181, -1.028, -2.018], [-2.449, 0.166, 1.834], [3.194, 1.380, 0.945], [0.688, 2.099, -0.343], [1.005, 0.054, 1.980], [1.912, -0.758, -1.742]], "lowdin_charge": [-0.2155, -0.0536, 0.0274, -0.1056, -0.2419, -0.1823, -0.2514, 0.1754, 0.0532, -0.0148, 0.0362, 0.1139, 0.1037, 0.1019, 0.0932, 0.1392, 0.1272, 0.0938]}

***

Version Q
{"formula": "C7H7NO3", "method": "the ωB97M-V functional and the def2-TZVPD basis", "e_homo_ev": -8.46, "homo_lumo_gap_ev": 8.40, "symbols": ["C", "C", "C", "C", "C", "C", "C", "H", "H", "H", "H", "H", "H", "H", "N", "O", "O", "O"], "xyz": [[1.261, 0.883, -0.056], [-0.097, 0.950, 0.009], [-0.977, -0.046, -0.056], [-0.403, -1.382, -0.057], [0.886, -1.600, -0.147], [1.831, -0.513, 0.026], [-2.368, 0.134, -0.008], [3.129, 1.540, 0.353], [1.765, 2.635, 0.802], [-0.471, 2.275, 0.161], [-1.020, -2.198, -0.253], [1.484, -2.814, 0.066], [3.367, -1.874, -0.056], [-2.676, -1.548, 0.174], [2.284, 1.794, -0.003], [3.270, -0.662, 0.014], [-3.230, -0.778, 0.313], [-2.835, 1.298, -0.263]], "lowdin_charge": [-0.3108, -0.0076, -0.1784, -0.0746, -0.0655, -0.1925, -0.5011, 0.0196, 0.2287, 0.2354, 0.0923, 0.2006, 0.2452, 0.0912, 0.0869, -0.0812, 0.1761, 0.0359]}

***

Energies, relative to the best one, in kcal/mol: version P 0.0; version Q 29.9.

***

Version P
{"formula": "C3H10NO", "method": "the ωB97M-V functional and the def2-TZVPD basis", "e_homo_ev": [-5.46, -9.66], "homo_lumo_gap_ev": [6.07, 10.26], "multiplicity": 2, "symbols": ["C", "C", "C", "N", "H", "H", "H", "H", "H", "H", "H", "H", "H", "H", "O"], "xyz": [[-0.262, -0.546, -2.166], [0.347, -0.959, -0.823], [-1.675, -0.286, 0.465], [-0.326, -0.342, 0.288], [-1.106, -1.178, -2.429], [-0.525, 0.511, -2.121], [0.414, -0.720, -2.993], [0.245, -2.048, -0.805], [1.406, -0.763, -0.729], [-1.986, 0.152, 1.398], [-2.589, -0.613, -0.006], [0.273, 0.099, 0.961], [2.451, 1.564, 1.766], [1.485, 2.554, 2.385], [1.517, 1.679, 1.970]], "lowdin_charge": [-0.1023, -0.2770, -0.0776, -0.1186, 0.0649, 0.0744, 0.0589, 0.1013, 0.1046, 0.0229, 0.0340, 0.0775, 0.0415, 0.0482, -0.0525]}

***

Version Q
{"formula": "C3H10NO", "method": "the ωB97M-V functional and the def2-TZVPD basis", "e_homo_ev": [-6.12, -10.49], "homo_lumo_gap_ev": [6.98, 11.34], "multiplicity": 2, "symbols": ["C", "N", "H", "H", "H", "H", "C", "O", "C", "H", "H", "H", "H", "H", "H"], "xyz": [[2.819, -0.048, -0.970], [1.757, -0.912, -0.931], [3.434, 0.019, -1.850], [3.102, 0.540, -0.112], [1.198, -0.965, -0.123], [1.410, -1.205, -1.818], [-1.318, -0.171, 0.894], [-1.767, 0.409, 2.106], [-1.589, 0.836, -0.226], [-0.303, -0.526, 1.056], [-1.913, -1.057, 0.624], [-1.910, -0.253, 2.762], [-0.735, 1.509, -0.343], [-1.749, 0.418, -1.215], [-2.437, 1.406, 0.146]], "lowdin_charge": [-0.1293, -0.0231, 0.0235, 0.0252, 0.0276, 0.0733, -0.3247, -0.0704, -0.0768, 0.0822, 0.1101, 0.0681, 0.0702, 0.0684, 0.0758]}

***

Energies, relative to the best one, in kcal/mol: version P 0.0; version Q 3.1.

***

Version P
{"formula": "C6H7ClN2", "method": "the ωB97M-V functional and the def2-TZVPD basis", "e_homo_ev": -8.72, "homo_lumo_gap_ev": 9.16, "smiles": "C=C(Cl)n1nccc1C", "symbols": ["C", "C", "C", "C", "C", "C", "N", "N", "Cl", "H", "H", "H", "H", "H", "H", "H"], "xyz": [[-1.148, 1.711, -0.352], [-0.532, 2.600, 0.522], [-0.238, 0.665, -0.558], [2.466, -0.652, 1.632], [2.263, -0.041, 0.459], [-0.457, -0.655, -1.235], [0.659, 2.096, 0.856], [0.836, 1.050, 0.177], [3.383, 0.194, -0.862], [-2.016, 1.879, -0.834], [-0.779, 3.574, 0.817], [3.516, -0.911, 1.897], [1.690, -0.692, 2.374], [-0.326, -1.615, -0.655], [-1.437, -0.613, -1.713], [0.369, -0.660, -2.078]], "lowdin_charge": [-0.0415, -0.1391, -0.3139, -0.0096, -0.5608, -0.0460, 0.0150, -0.0907, 0.6346, 0.0597, 0.0832, 0.0826, 0.0638, 0.0880, 0.0690, 0.1058]}

***

Version Q
{"formula": "C6H7ClN2", "method": "the ωB97M-V functional and the def2-TZVPD basis", "e_homo_ev": -8.86, "homo_lumo_gap_ev": 9.68, "smiles": "Cl[C@H]1CCn2ccnc21", "symbols": ["C", "C", "C", "C", "C", "C", "N", "N", "Cl", "H", "H", "H", "H", "H", "H", "H"], "xyz": [[-1.421, 2.118, 0.065], [-1.714, 0.919, 0.729], [0.217, 0.839, -0.418], [0.985, -1.348, -0.481], [-0.263, -1.245, 0.512], [1.492, 0.053, -0.782], [-0.200, 2.073, -0.589], [-0.600, 0.146, 0.421], [2.814, 0.398, 0.377], [-2.116, 2.891, 0.158], [-2.445, 0.380, 1.279], [1.863, -1.969, -0.088], [0.542, -1.968, -1.217], [-1.005, -1.973, 0.219], [0.089, -1.682, 1.537], [1.763, 0.367, -1.721]], "lowdin_charge": [-0.1275, -0.0167, -0.3563, -0.1909, -0.1215, -0.5586, 0.1134, -0.0687, 0.6231, 0.0715, 0.1030, 0.1142, 0.0898, 0.1050, 0.1453, 0.0748]}

***

Energies, relative to the best one, in kcal/mol: version P 56.0; version Q 0.0.